# 1
Here is a cluster of 2 separate species, C3H6N in total in a non-equilibrium geometry from OMol25. Energies are from the ωB97M-V functional and the def2-TZVPD basis.

XYZ file:
```
10
Properties=species:S:1:pos:R:3
C -1.071 -0.099 0.311
C 1.096 -0.223 0.390
C 0.096 0.733 -0.114
N 0.034 -0.589 -0.487
H -1.200 -0.476 1.401
H -1.963 0.309 -0.194
H 2.020 -0.134 -0.210
H 1.203 -0.466 1.497
H -0.259 2.114 -1.193
H 0.043 -1.168 -1.400
```

The spin multiplicity is 3. The calculation puts the lowest unoccupied orbital energy (alpha / beta) at -3.77 / -8.81 eV. Its HOMO-LUMO gap (alpha / beta) is 9.132 / 9.395 eV. As for the expectation value of S²: 2.00. As for the total charge: +1.

# 2
Here is the molecule C3H6N2 in a non-equilibrium geometry from OMol25. Energies are from the ωB97M-V functional and the def2-TZVPD basis.

XYZ file:
```
11
Properties=species:S:1:pos:R:3
H -3.012 0.090 0.191
N -1.969 0.446 0.339
C -1.247 -0.362 -0.298
N 0.119 -0.180 -0.353
C 1.064 0.829 -0.149
C 1.251 -0.501 0.379
H -1.640 -1.162 -0.844
H 0.903 1.689 0.468
H 1.575 1.049 -1.087
H 1.094 -0.728 1.470
H 1.862 -1.169 -0.116
```

The spin multiplicity is 1. The calculation puts the lowest unoccupied orbital energy at 1.10 eV. Its HOMO-LUMO gap is 9.974 eV. As for the total charge: 0. Its structure (SMILES) is [H]/N=C/N1CC1.

Taking the records one at a time from the top gives total energy values of -4681.1762 -6185.8531 eV.
Taking the records one at a time from the top gives energy above the lowest of the compared OMol25 structures with the same formula, charge and spin values of 4.046 2.692 eV.